{"formula": "C15H21BNO", "method": "ωB97M-V/def2-TZVPD", "elements": ["C", "B", "O", "C", "C", "N", "H", "H", "H", "H", "H", "H", "H", "H", "H", "C", "C", "C", "C", "C", "C", "H", "H", "H", "H", "H", "H", "C", "C", "C", "C", "C", "C", "H", "H", "H", "H", "H", "H"], "positions_angstrom": [[-2.82, 1.33, 2.05], [-3.27, -0.22, 2.00], [-2.97, -0.85, 3.28], [-3.93, -0.95, 0.88], [-2.97, -1.46, -0.18], [-1.52, -1.20, 0.19], [-3.03, 1.71, 3.06], [-3.29, 1.96, 1.29], [-1.73, 1.36, 1.92], [-2.08, -0.61, 3.53], [-4.45, -1.82, 1.30], [-3.12, -2.55, -0.27], [-3.08, -1.04, -1.20], [-1.19, -1.99, 0.75], [-0.93, -1.21, -0.65], [4.39, -2.18, 0.38], [4.23, -2.75, -0.88], [2.96, -2.92, -1.41], [1.85, -2.52, -0.68], [2.00, -1.96, 0.57], [3.27, -1.79, 1.10], [5.38, -2.05, 0.79], [5.10, -3.05, -1.45], [2.84, -3.36, -2.39], [0.85, -2.66, -1.10], [1.13, -1.64, 1.13], [3.39, -1.35, 2.08], [0.25, 1.70, -1.88], [0.85, 2.74, -2.57], [0.85, 4.02, -2.04], [0.26, 4.26, -0.80], [-0.34, 3.21, -0.11], [-0.35, 1.93, -0.64], [0.24, 0.70, -2.30], [1.31, 2.56, -3.54], [1.31, 4.84, -2.58], [0.25, 5.26, -0.39], [-0.81, 3.39, 0.85], [-0.81, 1.12, -0.10]], "nbo_charge": [-1.0072, 0.9244, -0.9670, -1.0123, -0.2041, -0.8881, 0.2016, 0.2148, 0.1938, 0.4593, 0.1684, 0.1479, 0.1294, 0.3393, 0.3197, -0.2204, -0.2230, -0.2218, -0.2203, -0.1505, -0.2329, 0.2042, 0.2036, 0.2064, 0.2171, 0.2213, 0.2097, -0.2223, -0.2290, -0.2319, -0.2273, -0.2193, -0.1557, 0.2044, 0.2001, 0.1987, 0.2003, 0.2217, 0.2470], "max_force_ev_per_a": 1.08, "homo_energy_ev": -1.5493, "orbital_gap_ev": 4.34, "e_tot_ha": -739.0065, "charge": -1, "spin_multiplicity": 1}

{"formula": "C12H31N4O7Y", "method": "ωB97M-V/def2-TZVPD", "elements": ["Y", "O", "H", "O", "H", "O", "H", "C", "O", "N", "C", "C", "H", "H", "H", "H", "H", "H", "H", "C", "O", "N", "C", "C", "H", "H", "H", "H", "H", "H", "H", "C", "O", "N", "C", "C", "H", "H", "H", "H", "H", "H", "H", "C", "O", "N", "C", "C", "H", "H", "H", "H", "H", "H", "H"], "positions_angstrom": [[1.08, 0.92, 0.44], [1.32, 1.60, 3.78], [1.43, 1.93, 4.69], [0.64, -0.13, -2.70], [0.22, -0.29, -3.57], [2.25, 4.01, -0.25], [2.49, 4.96, -0.28], [6.48, 0.82, -1.92], [5.38, 0.51, -1.47], [6.91, 0.46, -3.18], [7.91, 1.19, -3.87], [6.06, -0.29, -4.10], [7.33, 1.37, -1.47], [8.49, 0.46, -4.43], [8.59, 1.62, -3.13], [7.62, 1.93, -4.61], [5.20, -0.77, -3.63], [5.75, 0.13, -5.05], [6.61, -1.16, -4.46], [2.41, -4.40, 2.39], [2.07, -3.50, 1.63], [2.01, -5.74, 2.21], [1.99, -6.69, 3.36], [1.15, -6.17, 1.14], [3.02, -4.17, 3.28], [2.34, -7.62, 2.92], [0.99, -6.74, 3.79], [2.54, -6.29, 4.22], [0.56, -7.08, 1.22], [0.40, -5.39, 1.09], [1.77, -6.06, 0.25], [-2.96, 4.99, -0.30], [-2.60, 3.81, 0.02], [-4.18, 5.55, -0.34], [-4.50, 6.83, -0.94], [-5.40, 4.95, 0.19], [-2.24, 5.80, -0.49], [-5.21, 6.81, -1.76], [-3.63, 7.35, -1.33], [-5.01, 7.48, -0.22], [-5.66, 5.37, 1.17], [-6.28, 4.86, -0.44], [-5.27, 3.91, 0.48], [-3.65, -1.48, 1.87], [-2.62, -1.26, 1.17], [-4.82, -1.38, 1.36], [-5.97, -1.68, 2.23], [-5.05, -1.11, -0.05], [-3.56, -1.88, 2.90], [-5.68, -1.58, 3.27], [-6.39, -2.66, 1.99], [-6.83, -1.01, 2.19], [-5.65, -1.93, -0.42], [-5.70, -0.25, -0.22], [-4.15, -0.91, -0.63]], "nbo_charge": [2.3665, -1.2631, 0.4474, -1.2574, 0.4476, -1.1957, 0.4446, 0.5443, -0.6224, -0.4308, -0.4032, -0.4399, 0.1172, 0.1938, 0.2048, 0.1954, 0.2457, 0.2048, 0.1915, 0.5278, -0.6353, -0.4368, -0.4085, -0.4434, 0.1342, 0.2077, 0.1904, 0.2095, 0.2210, 0.2163, 0.2190, 0.5404, -0.6420, -0.4264, -0.4058, -0.4413, 0.1201, 0.2001, 0.2164, 0.1968, 0.2033, 0.2070, 0.2334, 0.5202, -0.6988, -0.3982, -0.4167, -0.4228, 0.1365, 0.2176, 0.1978, 0.2099, 0.1966, 0.2019, 0.2611], "max_force_ev_per_a": 5.39, "homo_energy_ev": -7.6198, "orbital_gap_ev": 4.81, "e_tot_ha": -1259.3908, "spin_multiplicity": 1, "de_lowest_kcal_mol": 402.1}